{"formula": "C4H4S", "method": "wB97M-V/def2-TZVPD", "gap_ev": [6.13, 7.80], "relative_energy_kcal_mol": 60.5, "fmax_ev_per_a": 3.16, "spin_multiplicity": 3, "homo_ev": [-5.34, -9.56], "symbols": ["C", "C", "C", "C", "S", "H", "H", "H", "H"], "positions_angstrom": [[-0.50698, -0.82828, -1.81590], [-0.77761, -0.06763, -0.83031], [1.17097, 0.39215, 1.32792], [-0.09818, 0.47232, 1.08590], [-2.25947, -0.00427, -1.82006], [0.00178, -1.47591, -2.47894], [1.54392, 0.66781, 2.30632], [1.89807, 0.06078, 0.61032], [-0.97250, 0.78302, 1.61474]], "forces_ev_per_angstrom": [[-0.08, -0.66, -1.19], [0.23, 2.00, 2.43], [0.31, 0.21, 0.69], [-1.29, -0.91, -2.07], [0.00, -0.21, 0.05], [0.39, -0.50, -0.20], [0.28, 0.12, 0.15], [0.21, -0.23, -0.35], [-0.04, 0.18, 0.49]], "lowdin_spin": [0.35, 0.23, 0.05, 0.36, 0.95, 0.01, 0.02, 0.01, 0.02]}



{"formula": "C24H29BN9O2RuS3", "method": "wB97M-V/def2-TZVPD", "gap_ev": [5.37, 5.52], "relative_energy_kcal_mol": 52.9, "fmax_ev_per_a": 0.44, "spin_multiplicity": 2, "homo_ev": [-6.13, -6.12], "symbols": ["Ru", "C", "C", "N", "C", "S", "N", "N", "C", "C", "C", "C", "C", "C", "C", "N", "H", "H", "H", "H", "H", "H", "H", "H", "H", "H", "H", "H", "H", "O", "C", "O", "C", "C", "C", "C", "C", "N", "H", "H", "H", "H", "C", "N", "C", "C", "N", "B", "N", "C", "C", "N", "C", "C", "S", "C", "S", "H", "H", "H", "H", "H", "H", "H", "H", "H", "H", "H", "H"], "positions_angstrom": [[-0.00513, -0.29547, 1.75682], [4.38947, 1.21553, -1.46529], [4.69743, 1.07297, 0.01597], [3.75524, 1.75591, 0.88912], [2.59312, 1.25839, 1.34878], [2.07667, -0.32711, 0.78949], [1.94550, 1.99264, 2.22497], [0.85328, 1.33487, 2.70932], [0.37415, 1.66514, 3.86159], [0.89401, 2.78769, 4.69737], [-0.69631, 0.78927, 4.34506], [-1.34236, 0.98358, 5.55976], [-2.31907, 0.09013, 5.95888], [-2.63521, -0.97698, 5.13238], [-1.96300, -1.11711, 3.93396], [-1.00323, -0.26734, 3.55741], [5.15758, 0.71796, -2.05953], [4.35727, 2.26634, -1.75916], [3.42846, 0.75800, -1.69388], [5.68384, 1.47948, 0.24370], [4.71603, 0.01908, 0.29399], [3.97841, 2.68308, 1.21291], [1.76335, 3.22527, 4.21835], [1.17039, 2.43572, 5.69274], [0.12968, 3.55927, 4.81568], [-1.07922, 1.83171, 6.17480], [-2.83530, 0.23083, 6.89904], [-3.40493, -1.68801, 5.39516], [-2.18779, -1.90855, 3.22962], [-0.48854, -2.29738, -3.33888], [-0.05867, -1.46875, -2.56516], [-0.04033, -1.54594, -1.25788], [0.54345, -0.18696, -3.11890], [0.74750, -0.12975, -4.49500], [1.24652, 1.03567, -5.04630], [1.52534, 2.10129, -4.20307], [1.29784, 1.94009, -2.84579], [0.81477, 0.82611, -2.30079], [0.49724, -0.99509, -5.09113], [1.41496, 1.11464, -6.11276], [1.92012, 3.03443, -4.58292], [1.52555, 2.74783, -2.15636], [0.91141, -4.47868, -0.71696], [-0.41404, -3.99447, -0.99085], [-1.43256, -4.66170, -1.68546], [-2.51389, -3.87568, -1.65194], [-2.21484, -2.70986, -0.94302], [-3.22235, -1.62903, -0.54032], [-2.71368, -0.22728, -1.14215], [-2.87321, 0.09686, -2.46328], [-2.40925, 1.35691, -2.65813], [-1.95144, 1.79168, -1.44114], [-1.36057, 3.08808, -1.17788], [-2.13354, 0.80809, -0.53326], [-1.77731, 1.03625, 1.15226], [-0.87818, -2.75801, -0.57695], [-0.61073, -2.39376, 1.20936], [1.09830, -5.35434, -1.33605], [1.03328, -4.75185, 0.33471], [1.65439, -3.71806, -0.96574], [-1.25558, -5.60814, -2.16316], [-3.49035, -4.01935, -2.07744], [-4.26857, -1.86171, -1.10277], [-3.34900, -1.47258, 0.64910], [-3.29506, -0.60929, -3.15605], [-2.34862, 1.96762, -3.54147], [-0.99358, 3.49348, -2.11781], [-0.53448, 2.96799, -0.48064], [-2.09463, 3.76833, -0.74707]], "forces_ev_per_angstrom": [[0.06, -0.01, 0.00], [-0.01, 0.00, 0.00], [0.04, -0.03, 0.04], [-0.07, 0.05, -0.13], [0.00, 0.00, 0.01], [0.02, -0.02, -0.08], [-0.02, 0.00, 0.03], [0.01, -0.02, -0.01], [0.01, 0.02, 0.00], [-0.01, 0.01, -0.01], [-0.01, 0.00, 0.01], [0.01, 0.00, -0.01], [0.00, -0.01, -0.02], [-0.01, 0.01, 0.02], [0.03, 0.00, -0.04], [-0.10, 0.03, 0.05], [0.01, 0.00, 0.01], [-0.01, 0.00, 0.00], [-0.01, 0.00, -0.01], [0.00, 0.00, 0.00], [0.01, -0.01, 0.00], [0.03, -0.02, 0.06], [0.00, 0.01, 0.00], [0.00, -0.01, 0.00], [0.00, 0.00, 0.01], [0.00, 0.00, 0.00], [0.00, 0.00, 0.00], [0.00, 0.00, 0.00], [0.00, 0.00, 0.00], [-0.03, 0.03, -0.02], [0.09, -0.08, 0.09], [0.12, 0.23, -0.17], [-0.02, 0.01, -0.02], [0.00, 0.03, -0.01], [-0.01, -0.01, 0.01], [0.02, 0.01, 0.00], [0.01, 0.01, 0.00], [0.01, 0.00, -0.01], [0.00, 0.00, 0.00], [0.00, 0.00, 0.00], [0.00, 0.00, 0.00], [-0.01, 0.00, 0.01], [-0.03, 0.01, -0.04], [-0.04, -0.01, 0.01], [0.02, 0.06, 0.01], [0.09, 0.02, 0.01], [0.02, -0.07, -0.04], [0.07, 0.07, -0.07], [-0.08, 0.04, 0.05], [0.05, 0.03, 0.00], [-0.02, -0.07, -0.04], [0.03, 0.04, 0.02], [0.04, 0.02, 0.02], [-0.06, -0.15, -0.05], [0.00, 0.06, 0.09], [-0.27, -0.23, 0.25], [0.03, -0.01, -0.06], [0.00, 0.00, 0.01], [0.01, 0.00, 0.00], [0.01, 0.00, 0.00], [-0.01, 0.00, 0.00], [0.00, -0.01, 0.00], [0.01, -0.01, 0.04], [0.04, 0.00, 0.01], [-0.01, 0.01, 0.00], [0.00, 0.00, 0.00], [-0.01, 0.00, 0.00], [0.01, 0.00, -0.02], [0.00, -0.01, 0.01]], "lowdin_spin": [0.68, 0.00, 0.00, 0.00, 0.00, 0.06, 0.00, 0.00, 0.00, 0.00, 0.00, 0.00, 0.00, 0.00, 0.00, 0.01, 0.00, 0.00, 0.00, 0.00, 0.00, 0.00, 0.00, 0.00, 0.00, 0.00, 0.00, 0.00, 0.00, 0.00, 0.00, 0.00, 0.00, 0.00, 0.00, 0.00, 0.00, 0.00, 0.00, 0.00, 0.00, 0.00, 0.00, 0.00, 0.00, 0.00, 0.01, 0.00, 0.00, 0.00, 0.00, 0.00, 0.00, 0.01, 0.04, 0.01, 0.15, 0.00, 0.00, 0.00, 0.00, 0.00, 0.00, 0.00, 0.00, 0.00, 0.00, 0.00, 0.00]}



{"formula": "C47H49ClNOPS3SnTe", "method": "wB97M-V/def2-TZVPD", "gap_ev": [7.90, 4.93], "relative_energy_kcal_mol": 0.0, "total_charge": 3, "fmax_ev_per_a": 1.71, "spin_multiplicity": 2, "homo_ev": [-15.58, -15.64], "symbols": ["Sn", "C", "C", "S", "C", "C", "S", "C", "C", "S", "H", "H", "H", "H", "H", "H", "H", "H", "H", "H", "H", "H", "Cl", "C", "C", "C", "C", "C", "C", "P", "C", "C", "C", "C", "C", "C", "C", "C", "C", "C", "C", "C", "H", "H", "H", "H", "H", "H", "H", "H", "H", "H", "H", "H", "H", "H", "C", "C", "C", "C", "C", "C", "Te", "N", "C", "O", "C", "C", "C", "C", "C", "C", "C", "C", "C", "C", "C", "C", "C", "C", "C", "C", "H", "H", "H", "H", "H", "H", "H", "H", "H", "H", "H", "H", "H", "H", "H", "H", "H", "H", "H", "H", "H", "H", "H"], "positions_angstrom": [[2.27518, 0.81535, 1.50148], [5.94791, 0.18550, 2.97991], [6.09298, 1.41592, 2.09266], [5.06564, 1.52813, 0.59984], [5.70575, 0.19641, -0.46319], [5.31553, -1.23016, -0.09292], [3.52350, -1.41121, 0.20627], [3.43056, -2.51548, 1.65239], [4.26290, -2.13466, 2.86993], [4.23473, -0.36534, 3.34727], [6.38860, 0.42410, 3.94753], [6.47357, -0.67179, 2.56850], [7.13538, 1.49808, 1.78151], [5.83940, 2.32436, 2.63925], [6.79250, 0.28160, -0.48351], [5.32708, 0.45541, -1.45197], [5.84699, -1.58019, 0.78717], [5.55198, -1.88646, -0.93020], [3.70766, -3.51399, 1.31303], [2.36944, -2.51065, 1.90144], [5.30641, -2.42008, 2.75865], [3.86741, -2.67417, 3.73000], [2.49111, 3.91150, 2.02769], [1.09876, 4.92876, 1.81353], [1.27823, 6.29844, 1.76176], [0.17289, 7.11982, 1.60735], [-1.09622, 6.56922, 1.50414], [-1.26685, 5.19667, 1.54667], [-0.16979, 4.34865, 1.71282], [-0.42374, 2.53294, 1.81044], [-1.03417, 2.20497, 3.45872], [-1.76318, 1.02397, 3.68564], [-2.29928, 0.78811, 4.93396], [-2.06998, 1.69253, 5.96946], [-1.31981, 2.84828, 5.75450], [-0.78291, 3.10100, 4.50897], [-1.78248, 2.25925, 0.64121], [-1.45680, 2.22260, -0.71714], [-2.45890, 2.31255, -1.66638], [-3.78491, 2.42879, -1.26398], [-4.11298, 2.43592, 0.08509], [-3.11816, 2.34188, 1.04539], [2.27125, 6.71935, 1.84114], [0.30547, 8.19220, 1.56425], [-1.96158, 7.20791, 1.39232], [-2.26240, 4.78977, 1.45887], [-1.92972, 0.32323, 2.87626], [-2.88830, -0.10273, 5.10485], [-2.46607, 1.48787, 6.95544], [-1.16165, 3.54727, 6.56429], [-0.20354, 3.99877, 4.33581], [-0.41377, 2.14957, -1.00793], [-2.21163, 2.32120, -2.71915], [-4.56454, 2.52020, -2.00848], [-5.14394, 2.55067, 0.39240], [-3.36997, 2.36527, 2.09667], [-4.15830, -1.50202, -6.23198], [-3.22057, -1.28755, -5.08676], [-2.42597, -0.14575, -5.02421], [-1.51997, 0.06668, -3.99715], [-0.70069, 1.33422, -4.02376], [-1.40622, -0.92641, -3.00555], [0.43866, -0.78289, -1.92412], [0.54416, -0.35184, 0.01356], [-0.01666, -0.80597, 1.12527], [0.64836, -0.64430, 2.20395], [-1.38992, -1.34034, 1.22362], [-2.41241, -0.76344, 0.46851], [-3.70988, -1.23033, 0.59686], [-3.99033, -2.27586, 1.46615], [-2.97476, -2.84146, 2.22900], [-1.67805, -2.36772, 2.12239], [0.90678, -2.84747, -1.89313], [0.80436, -3.60904, -0.73831], [1.09984, -4.96018, -0.78405], [1.47882, -5.54116, -1.98696], [1.59979, -4.76576, -3.12878], [1.33286, -3.39818, -3.10510], [1.47036, -2.57109, -4.35661], [-2.22771, -2.06402, -3.00347], [-2.19236, -3.13179, -1.94697], [-3.12123, -2.21639, -4.05437], [-4.16692, -0.64686, -6.90342], [-5.17473, -1.68065, -5.87946], [-3.86284, -2.38521, -6.80133], [-2.51385, 0.59746, -5.80803], [-1.29171, 2.15158, -4.43465], [0.16837, 1.22175, -4.67707], [-0.36094, 1.62975, -3.03208], [-2.18318, 0.06476, -0.19248], [-4.50267, -0.77897, 0.01410], [-5.00119, -2.65003, 1.55848], [-3.19509, -3.64648, 2.91729], [-0.88302, -2.79895, 2.71812], [0.47525, -3.15724, 0.18825], [1.01339, -5.56025, 0.11253], [1.67975, -6.60307, -2.03455], [1.89607, -5.22392, -4.06411], [2.04455, -3.10307, -5.11187], [1.98367, -1.62725, -4.15365], [0.48760, -2.35039, -4.78374], [-1.58589, -2.84014, -1.09803], [-1.80813, -4.06722, -2.35862], [-3.20241, -3.32770, -1.58752], [-3.75655, -3.09493, -4.06777]], "forces_ev_per_angstrom": [[-0.06, -1.12, -0.39], [-0.23, 0.07, 0.00], [-0.25, -0.01, -0.18], [0.37, -0.06, -0.08], [-0.23, 0.20, 0.22], [-0.28, 0.05, 0.12], [-0.02, 0.06, 0.13], [0.04, 0.10, -0.31], [-0.05, 0.27, 0.07], [-0.15, -0.09, 0.04], [0.06, -0.11, 0.00], [0.04, 0.01, 0.03], [0.01, 0.10, 0.04], [0.05, 0.01, 0.05], [0.00, 0.03, -0.10], [0.08, -0.03, -0.05], [0.02, -0.02, -0.04], [0.08, -0.06, 0.07], [-0.07, -0.05, 0.09], [-0.02, -0.07, -0.02], [0.02, 0.00, 0.03], [0.07, -0.05, 0.00], [0.32, 0.37, 0.15], [-0.40, -0.01, 0.01], [0.16, 0.00, 0.00], [-0.05, -0.03, -0.02], [-0.04, 0.01, 0.02], [-0.01, -0.06, -0.03], [0.57, -0.27, -0.09], [-1.24, 1.07, 0.50], [0.35, -0.18, -0.41], [-0.04, 0.05, 0.01], [0.04, -0.04, -0.02], [0.03, -0.01, -0.01], [0.01, -0.03, 0.05], [0.02, 0.05, 0.00], [0.39, 0.17, 0.08], [-0.04, 0.28, 0.11], [-0.05, 0.08, -0.01], [-0.04, -0.05, 0.07], [-0.03, 0.01, -0.03], [0.19, 0.01, 0.05], [0.00, -0.03, 0.01], [0.02, 0.00, 0.01], [0.01, 0.01, -0.01], [-0.07, -0.07, -0.02], [-0.02, 0.04, 0.12], [0.01, 0.00, 0.04], [-0.04, 0.04, -0.01], [0.02, -0.01, 0.00], [-0.02, 0.01, 0.02], [-0.02, 0.11, -0.04], [-0.25, 0.06, 0.33], [-0.01, 0.01, 0.00], [-0.01, -0.07, 0.01], [-0.04, 0.04, 0.00], [-0.07, -0.09, -0.03], [0.07, 0.08, 0.09], [-0.08, -0.04, 0.00], [0.10, -0.01, 0.12], [0.25, -0.23, -0.30], [0.16, 0.14, 0.22], [-0.15, -0.46, -0.29], [0.24, 0.06, 0.16], [-0.40, 0.17, -0.36], [0.51, -0.04, 0.11], [-0.12, -0.13, -0.11], [0.17, -0.20, -0.15], [-0.08, -0.01, -0.02], [0.01, 0.03, 0.02], [0.06, -0.05, 0.08], [0.05, -0.01, -0.04], [0.18, 0.02, -0.10], [0.09, 0.16, 0.01], [-0.05, 0.00, 0.11], [0.02, -0.01, -0.04], [-0.03, -0.01, 0.05], [-0.10, 0.18, -0.01], [-0.14, -0.12, 0.06], [0.14, -0.11, 0.10], [-0.10, 0.03, -0.09], [0.00, 0.10, -0.04], [-0.02, -0.01, -0.02], [0.00, 0.02, 0.01], [0.01, 0.02, -0.01], [0.00, 0.04, 0.02], [0.06, -0.01, -0.07], [0.04, 0.01, 0.06], [0.13, 0.05, -0.21], [-0.16, -0.37, -0.02], [0.00, -0.01, 0.01], [-0.01, 0.01, 0.00], [-0.02, -0.02, -0.03], [-0.02, 0.02, 0.04], [-0.03, -0.04, 0.06], [-0.01, -0.02, -0.02], [0.02, 0.01, 0.00], [0.04, 0.00, 0.02], [0.01, 0.03, 0.00], [0.03, 0.02, -0.10], [0.03, 0.05, -0.02], [-0.07, -0.07, 0.11], [0.07, 0.01, 0.05], [-0.02, 0.01, 0.00], [0.00, -0.01, 0.01]], "lowdin_spin": [0.08, 0.00, 0.00, 0.03, 0.00, 0.00, 0.02, 0.00, 0.00, 0.03, 0.00, 0.00, 0.00, 0.00, 0.00, 0.00, 0.00, 0.00, 0.00, 0.00, 0.00, 0.00, 0.01, 0.01, 0.00, 0.01, 0.00, 0.01, 0.05, 0.34, 0.07, 0.05, 0.00, 0.08, 0.01, 0.04, 0.06, 0.02, 0.00, 0.02, 0.00, 0.03, 0.00, 0.00, 0.00, 0.00, 0.00, 0.00, 0.00, 0.00, 0.00, 0.00, 0.00, 0.00, 0.00, 0.00, 0.00, 0.00, 0.00, 0.00, 0.00, 0.00, 0.00, 0.00, 0.00, 0.01, 0.00, 0.00, 0.00, 0.00, 0.00, 0.00, 0.00, 0.00, 0.00, 0.00, 0.00, 0.00, 0.00, 0.00, 0.00, 0.00, 0.00, 0.00, 0.00, 0.00, 0.00, 0.00, 0.00, 0.00, 0.00, 0.00, 0.00, 0.00, 0.00, 0.00, 0.00, 0.00, 0.00, 0.00, 0.00, 0.00, 0.00, 0.00, 0.00]}



{"formula": "C3H4N2O", "method": "wB97M-V/def2-TZVPD", "gap_ev": 9.38, "relative_energy_kcal_mol": 97.8, "fmax_ev_per_a": 0.50, "homo_ev": -8.60, "symbols": ["O", "C", "C", "N", "N", "C", "H", "H", "H", "H"], "positions_angstrom": [[0.62385, -1.00668, -1.84069], [0.32645, -0.41523, -0.64957], [0.12383, -1.04618, 0.53690], [-0.40442, 0.13147, 1.30000], [-0.25650, 1.41470, 0.61622], [0.15742, 1.01924, -0.54547], [0.64462, -1.95332, -1.64153], [-1.39133, -0.13731, 1.26426], [-0.15447, 0.23693, 2.28446], [0.33055, 1.75637, -1.32458]], "forces_ev_per_angstrom": [[0.23, -0.07, 0.11], [-0.03, -0.11, 0.27], [-0.01, 0.34, -0.30], [-0.11, -0.14, 0.28], [0.02, -0.26, -0.43], [-0.14, 0.09, 0.15], [0.05, 0.06, -0.20], [-0.20, 0.37, 0.27], [0.21, -0.16, -0.25], [-0.02, -0.13, 0.10]], "mulliken_charge": [-0.50, 0.68, -0.93, 0.13, -0.69, -0.16, 0.34, 0.37, 0.34, 0.43]}



{"formula": "C3H7NO2S", "method": "wB97M-V/def2-TZVPD", "gap_ev": 9.98, "smiles": "O=C(O)NCCS", "relative_energy_kcal_mol": 2.7, "fmax_ev_per_a": 1.44, "homo_ev": -9.27, "symbols": ["O", "C", "O", "N", "C", "C", "S", "H", "H", "H", "H", "H", "H", "H"], "positions_angstrom": [[1.33999, -1.69373, -0.26562], [1.63971, -0.53163, -0.36154], [2.86609, -0.14611, -0.85476], [0.92239, 0.52954, 0.05411], [-0.36643, 0.32240, 0.71663], [-1.52724, 0.52236, -0.24727], [-3.14651, -0.01312, 0.32048], [3.42404, -0.91762, -0.65636], [1.15714, 1.46105, -0.23714], [-0.42036, 0.96294, 1.59711], [-0.28051, -0.68812, 1.09125], [-1.27462, -0.06811, -1.13131], [-1.52571, 1.54323, -0.60356], [-2.80798, -1.28308, 0.57798]], "forces_ev_per_angstrom": [[-0.30, -0.26, 0.23], [1.04, 0.36, -0.15], [-0.24, -0.25, 0.44], [-0.99, 0.28, 0.19], [0.56, 0.07, 0.12], [0.89, -0.97, -0.57], [-0.25, 0.38, 0.29], [-0.06, 0.21, -0.51], [0.43, -0.05, -0.01], [-0.11, 0.19, -0.10], [-0.49, -0.34, 0.00], [-0.09, -0.01, -0.03], [-0.51, 0.39, 0.17], [0.10, 0.01, -0.06]], "mulliken_charge": [-0.58, 0.58, -0.50, -0.19, -0.56, -0.59, -0.22, 0.35, 0.23, 0.32, 0.35, 0.31, 0.36, 0.13]}



Q: Which E values were calculated for the entries above? A: -15039.8977 -78630.9513 -120489.4776 -8199.6423 -19645.4856, in eV.